A single C4H4O2 molecule, computed with ωB97M-V/def2-TZVPD.

Its SMILES is O=CC#CCO. The net charge is 0. The energy comes out at -8305.018 eV. The spin multiplicity is 1. The HOMO energy comes out at -10.58 eV.

Each line ends with the Löwdin charge.
Atoms and positions in Å:
1 O 3.240 0.666 -0.383  0.061
2 C 2.455 -0.245 -0.507  -0.282
3 C 1.026 -0.068 -0.323  0.046
4 C -0.141 0.155 -0.107  0.032
5 C -1.545 0.471 0.193  -0.270
6 O -2.106 -0.377 1.168  -0.050
7 H 2.790 -1.266 -0.760  0.116
8 H -1.590 1.485 0.600  0.128
9 H -2.123 0.465 -0.743  0.125
10 H -2.005 -1.286 0.862  0.093

Cartesian forces (eV/Å) of the 6 atoms listed first:
O -0.256 -0.377 -0.106
C 0.255 0.258 0.064
C -0.532 0.183 0.124
C 0.502 -0.083 -0.071
C 0.103 0.283 -0.171
O -0.020 -0.287 -0.049

---

A single C4H4O2 molecule, computed with ωB97M-V/def2-TZVPD.

Its SMILES is O=C1C[C@H]2O[C@@H]12. The net charge is 0. The energy comes out at -8305.023 eV. The spin multiplicity is 1. The HOMO energy comes out at -9.66 eV.

Each line ends with the Löwdin charge.
Atoms and positions in Å:
1 O -0.288 2.219 0.522  0.110
2 C -0.147 1.104 0.094  -0.340
3 C -1.044 -0.134 0.087  -0.020
4 C 0.260 -0.934 0.120  -0.223
5 O 0.792 -0.815 -1.164  0.009
6 C 1.081 0.264 -0.235  -0.086
7 H -1.540 -0.218 -0.885  0.130
8 H -1.720 -0.271 0.925  0.121
9 H 0.486 -1.765 0.780  0.152
10 H 2.122 0.550 -0.243  0.148

Cartesian forces (eV/Å) of the 6 atoms listed first:
O 0.259 -0.656 -0.347
C -0.074 0.335 -0.157
C -0.274 -0.101 0.120
C -0.111 -0.220 0.241
O -0.136 0.527 -0.180
C 0.306 0.225 -0.262

---

A single C4H4O2 molecule, computed with ωB97M-V/def2-TZVPD.

The net charge is 0. The energy comes out at -8301.259 eV. The spin multiplicity is 1. The HOMO energy comes out at -9.11 eV.

Each line ends with the Löwdin charge.
Atoms and positions in Å:
1 O -0.580 -1.980 -0.305  0.033
2 C -0.749 -0.630 -0.152  -0.235
3 C 0.131 0.117 0.795  -0.151
4 O 1.349 -0.205 0.240  0.016
5 C 0.270 0.374 -0.681  -0.301
6 C 0.034 1.730 -0.710  0.164
7 H 0.366 -2.150 -0.165  0.111
8 H -1.785 -0.323 -0.262  0.163
9 H 0.017 0.814 1.619  0.164
10 H 0.947 2.251 -0.379  0.037

Cartesian forces (eV/Å) of the 6 atoms listed first:
O 0.244 -0.088 -0.027
C -0.171 0.201 0.017
C 0.050 -0.094 0.528
O 0.006 0.042 0.190
C -0.243 0.381 -0.480
C 0.214 -0.213 -0.047

---

A single C4H4O2 molecule, computed with ωB97M-V/def2-TZVPD.

Its SMILES is COC#CC=O. The net charge is 0. The energy comes out at -8303.456 eV. The spin multiplicity is 1. The HOMO energy comes out at -9.66 eV.

Each line ends with the Löwdin charge.
Atoms and positions in Å:
1 C 1.161 -0.219 1.215  0.009
2 O 0.504 -1.187 0.347  -0.004
3 C -0.625 -0.899 -0.149  -0.154
4 C -1.660 -0.584 -0.757  0.047
5 C -1.262 0.651 -1.462  -0.317
6 O -0.667 1.540 -0.882  0.005
7 H 1.567 -0.808 2.034  0.094
8 H 1.963 0.240 0.633  0.103
9 H 0.469 0.548 1.563  0.103
10 H -1.451 0.716 -2.544  0.115

Cartesian forces (eV/Å) of the 6 atoms listed first:
C 0.153 0.116 0.270
O -0.301 -0.303 -0.206
C 0.120 -0.546 0.031
C 0.548 0.129 0.461
C 0.287 0.540 -0.002
O -0.442 0.277 -0.577

---

A single C4H4O2 molecule, computed with ωB97M-V/def2-TZVPD.

Its SMILES is O=CC#CCO. The net charge is 0. The energy comes out at -8303.677 eV. The spin multiplicity is 1. The HOMO energy comes out at -10.32 eV.

Each line ends with the Löwdin charge.
Atoms and positions in Å:
1 O -0.008 1.201 -1.810  0.037
2 C -0.115 1.911 -0.834  -0.280
3 C 0.319 1.402 0.476  0.021
4 C 0.083 0.256 0.834  0.036
5 C -0.107 -1.096 0.297  -0.257
6 O -1.153 -1.861 0.826  -0.036
7 H -0.588 2.898 -0.901  0.116
8 H -0.318 -0.750 -0.752  0.132
9 H 0.854 -1.622 0.242  0.138
10 H -0.802 -2.691 1.166  0.093

Cartesian forces (eV/Å) of the 6 atoms listed first:
O 0.133 0.548 0.278
C -0.051 0.069 -0.402
C -0.113 -0.566 0.062
C 0.053 0.348 -0.356
C 0.233 0.167 -0.292
O 0.111 -0.166 0.083

---

A single C4H4O2 molecule at a distorted geometry, computed with ωB97M-V/def2-TZVPD.

The net charge is 0. The energy comes out at -8303.103 eV. The spin multiplicity is 1. The HOMO energy (spin up / spin down) comes out at -8.41 / -8.97 eV.

Each line ends with the Löwdin charge.
Atoms and positions in Å:
1 O -0.327 -1.662 -0.199  0.126
2 C 0.003 -0.395 -0.085  -0.313
3 C 1.430 -0.115 -0.470  -0.166
4 O 2.147 -1.027 -0.814  0.077
5 C -0.760 0.653 0.368  -0.195
6 C -2.186 0.668 0.465  0.117
7 H 0.495 -2.134 -0.463  0.127
8 H -0.109 1.508 0.604  0.098
9 H 1.753 0.940 -0.482  0.134
10 H -2.447 1.563 1.076  -0.004

Cartesian forces (eV/Å) of the 6 atoms listed first:
O -0.043 0.139 -0.011
C 0.498 0.098 0.127
C 0.093 -0.289 -0.042
O -0.230 0.281 0.122
C -0.653 -0.337 -0.140
C 1.163 0.533 0.337

---

A single C4H4O2 molecule, computed with ωB97M-V/def2-TZVPD.

Its SMILES is COC#CC=O. The net charge is 0. The energy comes out at -8304.496 eV. The spin multiplicity is 1. The HOMO energy comes out at -9.88 eV.

Each line ends with the Löwdin charge.
Atoms and positions in Å:
1 C -1.956 0.298 -0.273  -0.025
2 O -0.942 0.889 -1.119  -0.049
3 C 0.236 0.502 -0.759  -0.136
4 C 1.280 0.078 -0.323  0.057
5 C 2.383 -0.612 0.294  -0.298
6 O 2.253 -1.229 1.330  0.040
7 H -2.892 0.791 -0.526  0.094
8 H -2.012 -0.775 -0.477  0.102
9 H -1.694 0.465 0.775  0.102
10 H 3.350 -0.573 -0.235  0.114

Cartesian forces (eV/Å) of the 6 atoms listed first:
C -0.283 -0.087 0.155
O 0.361 0.002 -0.008
C 0.298 -0.196 0.158
C -0.499 0.117 -0.131
C 0.005 -0.193 0.239
O 0.168 0.201 -0.352

---

A single C4H4O2 molecule at a distorted geometry, computed with ωB97M-V/def2-TZVPD.

Its SMILES is CC#CC(=O)O. The net charge is 0. The energy comes out at -8303.818 eV. The spin multiplicity is 1. The HOMO energy comes out at -10.38 eV.

Each line ends with the Löwdin charge.
Atoms and positions in Å:
1 C 2.305 1.795 -0.881  -0.120
2 C 0.861 1.053 -0.536  -0.010
3 C 0.173 0.162 -0.004  0.025
4 C -0.858 -0.816 0.314  -0.541
5 O -0.641 -1.972 0.037  0.118
6 O -1.978 -0.483 1.065  0.079
7 H 2.913 1.396 -1.849  0.091
8 H 1.908 2.809 -1.413  0.084
9 H 3.029 1.755 0.153  0.134
10 H -1.781 0.516 0.931  0.141

Cartesian forces (eV/Å) of the 6 atoms listed first:
C -1.326 0.334 -1.063
C 2.642 -1.795 1.077
C 0.531 3.131 -1.692
C 0.139 -3.180 0.790
O -0.394 0.814 -0.012
O 2.728 3.385 -2.085

---

So what do the calculations give for energy relative to the best compared isomer or geometry (same formula, charge and spin)? Going down the list: 2.0592 2.0546 5.8186 3.6210 3.4003 3.9742 2.5811 3.2590 eV.